# 1
The following is a DFT calculation (ωB97M-V with the def2-TZVPD basis set) of an isolated molecule of C5H8O2.

Summary:
**HOMO energy**: -9.76 eV
**Orbital gap**: 0.349 Eh
**Spin multiplicity**: 1

Each line ends with the natural charge from an NBO analysis.
CARTESIAN COORDINATES (ANGSTROEM)
C1 0.9945 2.0477 -0.2166  -0.603
C2 -0.0077 1.0675 0.3780  -0.392
C3 0.2757 -0.3644 -0.0562  -0.507
C4 -0.8093 -1.2915 0.4893  0.499
O1 -1.2587 -1.2312 1.6168  -0.497
C5 -1.1246 -2.5033 -0.3885  0.345
O2 -0.1964 -3.0309 -0.9558  -0.480
H1 2.0140 1.8079 0.1078  0.204
H2 0.7640 3.0703 0.0930  0.214
H3 0.9786 2.0084 -1.3131  0.202
H4 -1.0269 1.3237 0.0610  0.197
H5 -0.0042 1.1079 1.4722  0.217
H6 0.2965 -0.4456 -1.1492  0.220
H7 1.2786 -0.6770 0.2806  0.245
H8 -2.1742 -2.8894 -0.4192  0.136

***

# 2
The following is a DFT calculation (ωB97M-V with the def2-TZVPD basis set) of C12H7AuBrN2O5 as an isolated structure.

Summary:
**Charge**: +1
**HOMO energy (spin up / spin down)**: -12.98 / -12.97 eV
**Orbital gap (spin up / spin down)**: 0.245 / 0.245 Eh
**Spin multiplicity**: 1

Each line ends with the natural charge from an NBO analysis.
CARTESIAN COORDINATES (ANGSTROEM)
Au1 0.7913 -1.3379 -1.4128  0.796
O1 2.7898 0.7705 4.1606  -0.595
C1 2.2999 0.4934 2.9614  0.410
C2 1.1655 1.1455 2.4392  -0.389
C3 0.8777 0.6317 1.1991  0.467
N1 1.4218 -0.2273 0.5774  -0.331
C4 2.5560 -0.8863 0.9805  0.123
C5 2.9913 -0.5024 2.2146  -0.235
C6 3.2439 -1.8547 0.0305  0.734
O2 4.2748 -2.3502 0.4004  -0.540
O3 2.6580 -2.0143 -1.1159  -0.732
C7 -0.8477 2.4076 0.0183  1.017
O4 -1.3471 2.5940 1.0468  -0.500
O5 -0.3313 2.1964 -0.9979  -0.508
H1 2.2955 1.4657 4.6149  0.507
H2 0.6189 1.9285 2.9411  0.273
H3 3.8906 -0.9580 2.6080  0.298
Br1 -4.6869 -0.8378 0.2051  0.152
C8 -3.3996 -0.5607 -1.1280  -0.124
C9 -3.7281 0.0408 -2.3345  -0.152
C10 -2.7306 0.2185 -3.2771  -0.217
C11 -1.4432 -0.1900 -2.9880  0.060
N2 -1.1371 -0.7735 -1.8208  -0.500
C12 -2.0970 -0.9630 -0.9043  0.011
H4 -4.7424 0.3634 -2.5262  0.256
H5 -2.9412 0.6818 -4.2300  0.255
H6 -0.6313 -0.0396 -3.6842  0.234
H7 -1.8116 -1.4421 0.0219  0.232

***

# 3
The following is a DFT calculation (ωB97M-V with the def2-TZVPD basis set) of an isolated molecule of C18H27N5O5S.

Summary:
**HOMO energy**: -8.64 eV
**Orbital gap**: 0.339 Eh
**Spin multiplicity**: 1

Each line ends with the natural charge from an NBO analysis.
CARTESIAN COORDINATES (ANGSTROEM)
C1 0.4338 -2.5057 0.4138  -0.668
C2 1.3592 -1.5623 1.1027  0.309
N1 0.7695 -0.4691 1.6656  -0.627
C3 1.4533 0.5229 2.3161  0.792
O1 0.9204 1.5136 2.7611  -0.633
N2 2.8075 0.3041 2.4099  -0.638
C4 3.5285 -0.7511 1.8650  0.665
O2 4.7331 -0.7991 1.9933  -0.610
C5 2.7073 -1.7302 1.1649  -0.252
C6 3.4520 -2.8205 0.4768  -0.520
S1 3.1224 -2.9008 -1.3448  0.277
C7 2.9480 -1.2253 -1.7167  0.271
N3 2.2601 -0.7175 -2.6904  -0.310
N4 2.3839 0.6234 -2.5900  -0.308
C8 3.1234 0.8729 -1.5617  0.472
C9 3.5590 2.1775 -1.0163  -0.465
C10 2.5491 3.3035 -1.2477  -0.384
C11 1.3465 3.2805 -0.3013  -0.402
C12 0.2685 2.2702 -0.6863  -0.402
C13 -0.9456 2.3994 0.2401  -0.232
N5 -2.1008 1.6831 -0.2522  -0.607
C14 -2.4871 0.4503 0.1201  0.919
O3 -1.9022 -0.2511 0.9261  -0.720
O4 -3.6153 0.1298 -0.5273  -0.531
C15 -4.3136 -1.1162 -0.2835  0.272
C16 -3.4438 -2.3023 -0.6963  -0.635
C17 -5.5478 -1.0236 -1.1814  -0.614
C18 -4.7264 -1.2169 1.1844  -0.644
O5 3.5328 -0.2713 -0.9554  -0.430
H1 0.3369 -2.2372 -0.6388  0.255
H2 -0.5499 -2.4439 0.8711  0.237
H3 0.8011 -3.5266 0.4660  0.232
H4 -0.2437 -0.3330 1.5283  0.469
H5 3.3424 1.0020 2.9148  0.430
H6 3.1781 -3.8163 0.8253  0.235
H7 4.5211 -2.6598 0.6210  0.269
H8 3.7670 2.0495 0.0486  0.228
H9 4.5032 2.4382 -1.5053  0.240
H10 3.0759 4.2490 -1.1066  0.211
H11 2.2046 3.2550 -2.2811  0.221
H12 0.8934 4.2747 -0.3101  0.202
H13 1.6757 3.0859 0.7213  0.210
H14 -0.0398 2.4482 -1.7188  0.205
H15 0.6564 1.2533 -0.6340  0.200
H16 -0.7019 2.0293 1.2380  0.244
H17 -1.2237 3.4532 0.3279  0.195
H18 -2.6415 2.1107 -0.9876  0.404
H19 -2.5924 -2.3948 -0.0300  0.224
H20 -3.0817 -2.1652 -1.7128  0.217
H21 -4.0269 -3.2175 -0.6501  0.215
H22 -6.1584 -1.9138 -1.0661  0.214
H23 -5.2457 -0.9315 -2.2210  0.216
H24 -6.1380 -0.1511 -0.9143  0.216
H25 -3.8491 -1.2494 1.8246  0.237
H26 -5.3301 -0.3560 1.4627  0.214
H27 -5.3089 -2.1208 1.3383  0.215

***

# 4
The following is a DFT calculation (ωB97M-V with the def2-TZVPD basis set) of an isolated molecule of C4H9NO2.

Summary:
**HOMO energy**: -9.50 eV
**Orbital gap**: 0.373 Eh
**Spin multiplicity**: 1

Each line ends with the natural charge from an NBO analysis.
CARTESIAN COORDINATES (ANGSTROEM)
C1 0.0680 2.1523 0.3840  -0.610
C2 0.1575 0.6914 0.8031  -0.396
C3 0.0686 -0.3860 -0.3077  -0.140
N1 -1.2142 -0.5029 -0.9835  -0.823
C4 0.4070 -1.8086 0.1246  0.778
O1 -0.0331 -2.3431 1.0859  -0.542
O2 0.9772 -2.4936 -0.9135  -0.705
H1 0.7101 2.3692 -0.4708  0.210
H2 -0.9668 2.4128 0.1795  0.209
H3 0.3168 2.7253 1.2819  0.216
H4 1.0994 0.5317 1.3199  0.206
H5 -0.6404 0.3551 1.4700  0.210
H6 0.8430 -0.0611 -1.0303  0.160
H7 -2.0144 -0.1550 -0.4632  0.365
H8 -1.4831 -1.4607 -1.1604  0.370
H9 1.7044 -2.0270 -1.3194  0.491

***

# 5
The following is a DFT calculation (ωB97M-V with the def2-TZVPD basis set) of a 2-piece molecular cluster, C3H10OS2 overall.

Summary:
**HOMO energy**: -8.93 eV
**Orbital gap**: 0.348 Eh
**Spin multiplicity**: 1

Each line ends with the natural charge from an NBO analysis.
CARTESIAN COORDINATES (ANGSTROEM)
C1 4.5706 1.4548 2.4449  -0.627
C2 3.2556 0.9534 1.8703  -0.534
S1 1.8442 1.1445 3.0045  0.084
S2 1.6320 3.1695 3.1160  0.087
C3 0.5772 3.5148 1.6905  -0.761
H1 5.3851 1.3142 1.7145  0.212
H2 4.8248 0.9033 3.3657  0.213
H3 4.4964 2.5283 2.6869  0.220
H4 3.0087 1.4567 0.9158  0.212
H5 3.2894 -0.1361 1.6774  0.222
H6 -0.3820 2.9747 1.7594  0.224
H7 0.3713 4.5984 1.6857  0.230
H8 1.0651 3.2452 0.7387  0.217
O1 -1.3855 -0.4566 -2.1212  -0.941
H9 -1.7811 -1.3436 -2.2788  0.471
H10 -1.1370 -0.4613 -1.1691  0.471

***

# 6
The following is a DFT calculation (ωB97M-V with the def2-TZVPD basis set) of C22H21BrF9OPReSiTe as an isolated structure.

Summary:
**Charge**: +2
**HOMO energy (spin up / spin down)**: -15.46 / -15.45 eV
**Orbital gap (spin up / spin down)**: 0.260 / 0.222 Eh
**Spin multiplicity**: 4

Each line ends with the natural charge from an NBO analysis.
CARTESIAN COORDINATES (ANGSTROEM)
Re1 1.6408 1.0423 0.3584  1.271
F1 -3.0879 0.9332 5.5306  -0.231
C1 -2.5597 0.8447 4.3364  0.328
C2 -3.3725 0.8226 3.2017  0.306
F2 -4.6775 0.9014 3.3106  -0.238
C3 -2.7874 0.7028 1.9427  0.430
F3 -3.5634 0.6338 0.8699  -0.279
C4 -1.4092 0.6250 1.7687  -0.476
P1 -0.7137 0.5863 0.0638  1.146
C5 -1.5130 1.9255 -0.8565  -0.408
C6 -2.6434 1.6723 -1.6383  -0.185
C7 -3.2861 2.7249 -2.2652  -0.133
C8 -2.7976 4.0170 -2.1447  -0.152
C9 -1.6629 4.2702 -1.3852  -0.181
C10 -1.0234 3.2265 -0.7414  -0.189
C11 -1.2135 -1.0048 -0.6225  -0.436
C12 -1.2284 -1.1781 -2.0095  -0.188
C13 -1.6535 -2.3825 -2.5443  -0.191
C14 -2.0348 -3.4215 -1.7042  -0.140
C15 -1.9849 -3.2624 -0.3262  -0.208
C16 -1.5737 -2.0579 0.2190  -0.123
C17 -0.6246 0.6280 2.9192  -0.136
Br1 1.2818 0.4259 2.7622  0.398
C18 -1.1734 0.7346 4.1875  0.377
F4 -0.3895 0.7150 5.2482  -0.264
H1 -3.0293 0.6694 -1.7390  0.238
H2 -4.1692 2.5206 -2.8533  0.238
H3 -3.2971 4.8297 -2.6514  0.247
H4 -1.2729 5.2734 -1.2972  0.243
H5 -0.1542 3.4543 -0.1410  0.201
H6 -0.9256 -0.3713 -2.6634  0.235
H7 -1.6979 -2.5119 -3.6157  0.249
H8 -2.3750 -4.3554 -2.1266  0.249
H9 -2.2772 -4.0751 0.3226  0.247
H10 -1.5501 -1.9334 1.2929  0.214
F5 3.9240 4.3708 1.1540  -0.523
Te1 3.0035 3.4523 -0.1658  3.360
F6 2.1344 5.0429 -0.5983  -0.541
F7 4.5494 3.5148 -1.1802  -0.531
F8 1.6675 3.2142 1.2915  -0.599
F9 3.7237 1.8339 0.7617  -0.590
O1 2.0590 2.3314 -1.2106  -0.981
C19 1.8976 -3.5134 -1.6040  -1.087
Si1 2.6682 -2.4472 -0.2148  1.605
C20 2.0656 -2.6812 1.5646  -1.113
C21 4.5266 -2.8387 -0.3100  -1.099
C22 2.1586 -0.6484 -0.8057  -1.120
H11 2.0981 -4.5618 -1.3907  0.260
H12 2.3420 -3.2752 -2.5684  0.254
H13 0.8218 -3.3545 -1.6578  0.227
H14 2.1923 -3.7206 1.8619  0.274
H15 1.0168 -2.4131 1.6712  0.217
H16 2.6505 -2.0810 2.2576  0.230
H17 4.6820 -3.9087 -0.1898  0.268
H18 5.0800 -2.3260 0.4741  0.243
H19 4.9437 -2.5518 -1.2732  0.253
H20 1.4850 -0.7777 -1.6540  0.272
H21 3.1099 -0.2861 -1.2217  0.263